1.
C10H20Cl10 | wB97M-V/def2-TZVPD

XYZ file:
```
40
C10H20Cl10, DFT wB97M-V/def2-TZVPD
Cl -3.302 3.022 2.918
C -3.541 1.251 2.868
C -2.839 0.579 4.122
Cl -1.120 0.739 3.966
H -3.086 0.831 1.971
H -4.619 1.092 2.851
H -3.113 -0.466 4.274
H -3.077 1.104 5.047
Cl 1.441 6.645 3.774
C 2.614 6.301 2.551
C 1.983 5.436 1.492
Cl 3.033 5.394 0.130
H 3.495 5.892 3.046
H 2.917 7.247 2.103
H 0.977 5.722 1.188
H 1.833 4.416 1.844
Cl 3.691 -0.390 -6.263
C 3.602 1.095 -7.151
C 2.095 1.419 -7.383
Cl 1.358 2.272 -6.028
H 4.031 0.918 -8.137
H 4.109 1.879 -6.588
H 1.419 0.600 -7.629
H 2.009 2.130 -8.204
Cl -3.154 -7.364 3.840
C -4.139 -7.548 2.372
C -4.049 -6.264 1.509
Cl -4.858 -4.855 2.227
H -5.163 -7.793 2.652
H -3.706 -8.408 1.863
H -4.539 -6.486 0.561
H -2.997 -6.058 1.311
Cl 4.134 -0.516 -0.080
C 2.748 -1.605 -0.107
C 1.478 -0.966 -0.665
Cl 0.150 -2.198 -0.883
H 2.527 -1.951 0.903
H 3.083 -2.495 -0.640
H 1.552 -0.412 -1.601
H 1.025 -0.209 -0.025
```

Computed properties:
- SMILES string: ClCCCl.ClCCCl.ClCCCl.ClCCCl.ClCCCl
- HOMO: -10.67 eV

2.
C4H9N2 | wB97M-V/def2-TZVPD

XYZ file:
```
15
C4H9N2, DFT wB97M-V/def2-TZVPD
C 2.425 -0.095 -0.290
N 1.298 0.434 0.485
N -0.023 0.094 0.239
C -0.433 -0.185 -1.093
C -1.105 0.981 0.985
C -0.754 -0.475 1.400
H 3.421 0.163 0.061
H 2.377 -0.846 -1.053
H -0.219 -1.214 -1.454
H -1.561 -0.026 -1.027
H -0.034 0.689 -1.682
H -1.899 1.325 0.432
H -0.603 1.615 1.679
H -0.108 -0.487 2.256
H -1.649 -1.226 1.216
```

Computed properties:
- Net charge: +1
- SMILES string: C=N[N+]1(C)CC1
- HOMO: -15.26 eV

3.
C5H6O2 | wB97M-V/def2-TZVPD

XYZ file:
```
13
C5H6O2, DFT wB97M-V/def2-TZVPD
C 1.243 -0.224 1.141
C 0.080 -0.001 0.224
C -1.341 -0.206 0.534
C -0.117 -0.511 -1.141
C -0.234 0.837 -1.621
O -0.374 1.442 -2.648
O -0.101 1.381 -0.291
H 1.100 0.313 2.083
H 2.157 0.128 0.656
H 1.353 -1.292 1.361
H -1.819 0.636 1.076
H -1.970 -1.027 0.251
H 0.023 -1.477 -1.624
```

Computed properties:
- HOMO (alpha / beta): -8.99 / -9.08 eV

4.
C26H28Br36FNO5S | wB97M-V/def2-TZVPD

XYZ file:
```
98
C26H28Br36FNO5S, DFT wB97M-V/def2-TZVPD
O 4.934 -4.766 0.967
C 4.820 -3.894 0.131
N 5.394 -3.945 -1.194
C 5.620 -2.553 -1.532
O 6.474 -2.174 -2.307
C 4.659 -1.757 -0.722
C 4.252 -0.433 -0.829
C 4.800 0.440 -1.946
C 4.916 1.904 -1.554
F 3.677 2.534 -1.718
C 3.315 -0.003 0.106
C 2.795 -0.830 1.102
C 1.755 -0.292 2.044
C 0.344 -0.546 1.499
C -0.047 0.400 0.360
C 0.039 -0.234 -1.020
S -1.427 -1.167 -1.421
O -1.159 -2.509 -1.007
O -2.579 -0.584 -0.821
O -1.529 -1.144 -3.003
C 3.237 -2.145 1.201
C 4.161 -2.561 0.281
H 4.699 -4.363 -1.809
H 5.790 0.085 -2.207
H 4.110 0.332 -2.777
H 5.622 2.408 -2.208
H 5.200 2.009 -0.512
H 2.953 1.014 0.074
H 1.898 0.779 2.152
H 1.849 -0.797 3.001
H 0.245 -1.577 1.165
H -0.348 -0.421 2.326
H -1.082 0.692 0.521
H 0.529 1.319 0.348
H 0.105 0.573 -1.750
H 0.899 -0.879 -1.174
H -0.645 -0.986 -3.377
H 2.877 -2.864 1.935
C 1.029 5.161 5.585
Br -0.869 5.467 5.623
Br 1.502 3.496 6.419
Br 1.723 5.271 3.797
H 1.492 5.951 6.159
C -5.948 -2.731 -2.010
Br -6.500 -4.028 -0.699
Br -7.172 -1.250 -2.098
Br -4.128 -2.103 -1.683
H -5.983 -3.226 -2.971
C -3.183 4.746 2.391
Br -4.152 3.093 2.546
Br -2.693 5.118 0.568
Br -4.149 6.210 3.183
H -2.264 4.633 2.950
C 0.236 -4.527 3.604
Br -1.305 -3.813 2.705
Br 1.676 -4.906 2.379
Br 0.792 -3.427 5.082
H -0.058 -5.476 4.029
C 2.581 1.990 -5.606
Br 2.584 0.821 -7.130
Br 1.446 1.323 -4.193
Br 4.353 2.342 -4.964
H 2.163 2.936 -5.924
C 3.090 6.652 -4.088
Br 2.198 5.035 -3.552
Br 4.356 7.247 -2.762
Br 3.905 6.457 -5.820
H 2.337 7.422 -4.175
C 3.313 7.520 -9.898
Br 4.576 6.276 -9.139
Br 2.809 8.894 -8.651
Br 3.972 8.267 -11.542
H 2.421 6.961 -10.136
C 2.676 10.510 -1.379
Br 2.070 9.360 0.039
Br 1.617 12.112 -1.492
Br 4.549 10.909 -1.219
H 2.544 9.973 -2.307
C 0.337 -5.977 8.150
Br 0.797 -4.178 8.657
Br -1.285 -6.027 7.115
Br 1.791 -6.843 7.239
H 0.153 -6.528 9.060
C -9.037 -7.137 -2.190
Br -8.833 -5.515 -3.200
Br -7.357 -8.046 -1.955
Br -9.913 -6.819 -0.510
H -9.677 -7.793 -2.762
C -12.972 -9.917 -1.181
Br -11.571 -11.016 -0.456
Br -13.673 -8.697 0.129
Br -12.392 -8.993 -2.766
H -13.779 -10.573 -1.473
C -1.004 -0.833 9.669
Br -2.582 -1.495 8.799
Br 0.104 0.203 8.488
Br -1.435 0.153 11.266
H -0.429 -1.696 9.975
```

Computed properties:
- HOMO: -9.41 eV

5.
C4H10O2 | wB97M-V/def2-TZVPD

XYZ file:
```
16
C4H10O2, DFT wB97M-V/def2-TZVPD
C -1.526 -1.396 0.595
C 0.224 1.646 -1.055
O 1.410 2.280 -0.675
C -0.347 0.719 -0.014
C -0.810 -0.559 -0.374
H -2.539 -1.415 0.668
H -1.508 -2.541 0.447
H -1.283 -1.326 1.614
H -0.511 2.489 -1.237
H 0.451 1.235 -2.073
H 1.637 2.105 0.231
H -0.422 0.977 1.070
H -0.886 -0.924 -1.381
H 1.829 -1.125 1.440
H 1.863 -0.985 0.003
O 2.417 -1.180 0.741
```

Computed properties:
- Net charge: -1
- <S²>: 0.75
- 2S+1: 2
- HOMO (alpha / beta): 0.86 / -3.52 eV

6.
C4H9NS | wB97M-V/def2-TZVPD

XYZ file:
```
15
C4H9NS, DFT wB97M-V/def2-TZVPD
C -0.494 2.048 1.119
C 1.047 -0.867 0.844
C -0.526 -1.206 -1.149
C 0.647 -0.581 -0.525
N -0.654 1.773 -0.055
S -1.253 -0.138 -2.449
H -0.914 2.919 1.624
H 0.118 1.414 1.822
H 0.497 -1.705 1.268
H 0.848 0.010 1.512
H 2.123 -1.035 0.922
H -0.247 -2.127 -1.678
H -1.299 -1.451 -0.419
H 1.304 -0.004 -1.154
H -1.198 0.952 -1.682
```

Computed properties:
- HOMO: -7.60 eV

7.
C4H8N2O | wB97M-V/def2-TZVPD

XYZ file:
```
15
C4H8N2O, DFT wB97M-V/def2-TZVPD
C -1.480 0.876 0.689
N -0.593 -0.275 0.831
C 0.133 -0.540 -0.381
C 0.043 -2.079 -0.770
N -0.520 -1.983 -1.796
C 1.597 -0.097 -0.382
O 1.670 1.244 0.045
H -2.302 0.732 -0.036
H -1.910 1.119 1.663
H -0.877 1.731 0.361
H -1.076 -1.095 1.182
H -0.345 0.001 -1.205
H 1.952 -0.114 -1.418
H 2.232 -0.758 0.224
H 1.476 1.240 0.993
```

Computed properties:
- SMILES string: CN[C@H](C#N)CO
- HOMO: -9.53 eV

8.
C34H32N19O4RbSeTe | wB97M-V/def2-TZVPD

XYZ file:
```
92
C34H32N19O4RbSeTe, DFT wB97M-V/def2-TZVPD
Rb -1.093 -0.135 -0.419
N -5.056 -1.175 0.045
C -5.115 -2.335 -0.717
N -6.229 -2.637 -1.377
N -5.939 -3.798 -1.989
N -4.729 -4.156 -1.710
N -4.155 -3.236 -0.898
C -4.036 -0.740 0.852
N -4.033 0.494 1.374
N -2.939 0.518 2.152
N -2.332 -0.627 2.090
N -2.997 -1.462 1.260
H -5.765 -0.496 -0.170
O -0.221 0.219 -3.048
C -0.437 0.938 -4.007
C -1.259 2.130 -4.069
C -1.145 2.881 -5.230
C -1.820 4.076 -5.386
C -2.661 4.550 -4.351
C -2.814 3.829 -3.214
C -2.147 2.557 -2.988
O -2.352 1.897 -1.955
N -1.668 4.830 -6.587
O -0.915 4.411 -7.464
O -2.266 5.898 -6.690
H 0.067 0.707 -4.971
H -0.505 2.534 -6.032
H -3.179 5.488 -4.494
H -3.471 4.172 -2.425
N 3.918 -1.750 6.274
C 3.377 -1.833 5.263
C 2.712 -1.944 3.995
C 3.356 -2.554 2.921
C 2.673 -2.632 1.719
N 1.450 -2.145 1.535
C 0.837 -1.577 2.570
C 1.424 -1.454 3.823
H 4.353 -2.958 3.026
H 3.127 -3.120 0.862
H -0.169 -1.217 2.399
H 0.886 -0.984 4.634
C 0.677 -3.993 -1.244
Te -1.446 -3.476 -1.361
C -1.409 -4.231 0.635
C -0.277 -5.213 0.703
C -0.235 -6.233 1.645
C 0.825 -7.132 1.681
C 1.855 -7.017 0.761
C 1.819 -6.003 -0.190
C 0.766 -5.096 -0.231
H 1.203 -3.108 -0.888
H 1.095 -4.287 -2.207
H -2.383 -4.652 0.870
H -1.251 -3.380 1.296
H -1.051 -6.331 2.353
H 0.838 -7.927 2.417
H 2.679 -7.721 0.772
H 2.617 -5.921 -0.922
C 2.775 0.531 -1.373
N 3.883 1.454 -1.659
C 4.628 1.662 -0.415
N 3.797 2.195 0.665
C 2.688 1.254 0.889
N 1.894 1.041 -0.323
C 1.356 2.345 -0.745
N 2.433 3.308 -1.020
C 3.299 2.743 -2.053
C 3.215 3.463 0.206
H 3.189 -0.430 -1.053
H 2.189 0.375 -2.280
H 5.448 2.360 -0.608
H 5.051 0.706 -0.095
H 2.037 1.653 1.669
H 3.105 0.296 1.214
H 0.715 2.734 0.046
H 0.755 2.209 -1.646
H 4.111 3.446 -2.261
H 2.714 2.601 -2.965
H 2.561 3.850 0.990
H 4.025 4.175 0.026
Se -3.171 3.375 0.550
N -3.564 3.822 2.202
C -2.464 3.599 2.916
C -2.347 3.742 4.319
C -1.140 3.462 4.880
C -0.052 3.052 4.053
N -0.103 2.912 2.759
C -1.308 3.171 2.176
N -1.490 3.033 0.871
H -3.207 4.048 4.901
H -0.984 3.536 5.948
H 0.905 2.837 4.521
```

Computed properties:
- Net charge: -2
- HOMO: -2.46 eV

9.
C16H44FeN4O8P | wB97M-V/def2-TZVPD

XYZ file:
```
74
C16H44FeN4O8P, DFT wB97M-V/def2-TZVPD
Fe 16.575 -7.991 -3.696
P 18.245 -6.884 -2.499
O 18.478 -7.700 -3.744
O 19.373 -6.169 -1.783
O 17.247 -7.881 -1.938
O 17.145 -6.171 -3.342
C 15.519 -7.008 -7.796
C 15.282 -7.865 -6.594
C 15.145 -9.269 -6.948
O 14.980 -10.032 -5.751
C 14.589 -11.390 -5.841
N 16.436 -7.694 -5.708
H 15.264 -6.023 -7.405
H 14.784 -7.144 -8.589
H 16.527 -7.152 -8.184
H 14.353 -7.465 -6.187
H 15.941 -9.583 -7.622
H 14.251 -9.367 -7.565
H 13.884 -11.503 -6.665
H 14.042 -11.756 -4.973
H 15.512 -11.937 -6.036
H 17.098 -8.159 -6.313
H 16.725 -6.756 -5.947
C 15.376 -10.760 -2.100
C 16.827 -10.944 -2.699
C 17.108 -12.385 -3.195
O 18.209 -12.480 -4.107
C 19.418 -12.805 -3.453
N 16.935 -10.060 -3.851
H 15.355 -9.813 -1.561
H 15.250 -11.509 -1.318
H 14.592 -11.006 -2.817
H 17.642 -10.677 -2.025
H 16.233 -12.693 -3.768
H 17.401 -13.096 -2.422
H 19.587 -12.250 -2.531
H 20.362 -12.650 -3.975
H 19.499 -13.858 -3.182
H 17.862 -10.306 -4.169
H 16.407 -10.533 -4.571
C 20.747 -5.970 -5.950
C 19.501 -5.236 -6.493
C 19.301 -5.501 -7.968
O 20.315 -4.869 -8.671
C 20.299 -5.354 -9.998
N 18.399 -5.704 -5.762
H 21.033 -5.422 -5.053
H 21.579 -6.041 -6.651
H 20.572 -7.029 -5.762
H 19.555 -4.150 -6.418
H 18.305 -5.182 -8.276
H 19.573 -6.551 -8.076
H 19.464 -4.849 -10.483
H 20.132 -6.393 -10.279
H 21.273 -5.115 -10.427
H 17.993 -4.952 -5.224
H 18.668 -6.305 -4.996
C 14.045 -5.811 -3.527
C 14.187 -6.851 -2.454
C 12.918 -7.081 -1.495
O 13.252 -8.277 -0.797
C 13.744 -7.973 0.473
N 14.523 -8.030 -3.238
H 14.856 -5.886 -4.251
H 14.101 -4.797 -3.130
H 13.077 -5.961 -4.006
H 15.086 -6.681 -1.861
H 12.021 -7.184 -2.106
H 12.919 -6.266 -0.770
H 12.942 -7.689 1.154
H 14.522 -7.212 0.533
H 14.215 -8.896 0.812
H 13.751 -8.029 -3.890
H 14.180 -8.724 -2.589
```

Computed properties:
- <S²>: 8.76
- 2S+1: 6
- HOMO (alpha / beta): -7.55 / -7.33 eV

10.
C3H9N2 | wB97M-V/def2-TZVPD

XYZ file:
```
14
C3H9N2, DFT wB97M-V/def2-TZVPD
C -0.659 -0.370 2.058
C 1.132 1.036 1.127
N 0.595 -0.111 1.288
H -0.470 -1.074 2.871
H -1.383 -0.888 1.435
H -1.067 0.549 2.460
H 0.600 1.869 1.545
H 2.003 1.152 0.532
H 0.913 -0.757 0.561
C -0.588 -0.545 -2.652
N 0.471 0.167 -2.482
H -1.038 -1.052 -1.769
H -1.121 -0.672 -3.630
H 0.614 0.693 -3.345
```

Computed properties:
- Net charge: +2
- <S²>: 0.76
- 2S+1: 2
- HOMO (alpha / beta): -21.22 / -21.22 eV

| no. | energy (a.u.) |
| --- | --- |
| 1 | -4994.9297 |
| 2 | -266.9002 |
| 3 | -344.4507 |
| 4 | -94600.8750 |
| 5 | -308.7753 |
| 6 | -610.5894 |
| 7 | -341.8609 |
| 8 | -5349.6803 |
| 9 | -3061.9476 |
| 10 | -228.3730 |